[1]
64
Properties=species:S:1:pos:R:3:mulliken_charge:R:1 method="wB97M-V/def2-TZVPD" spin_multiplicity=1 smiles="COCCN(C(=O)CCC(=O)Nc1nccs1)[C@@H](C(=O)NCCC(C)C)c1ccc(F)cc1"
C 1.609 0.218 -5.153 -0.83
H 1.408 -0.605 -5.848 0.31
O 0.907 0.046 -3.947 -0.28
C 1.270 -1.133 -3.264 -0.58
C 0.539 -1.207 -1.921 -1.35
N 0.882 -0.140 -1.006 0.73
C 0.192 1.006 -0.850 0.91
O 0.499 1.801 0.038 -0.93
C -0.953 1.268 -1.805 -0.48
C -1.545 2.678 -1.664 -1.34
C -2.532 2.778 -0.518 0.68
O -3.729 2.919 -0.660 -0.67
N -1.956 2.683 0.711 0.10
C -2.688 2.699 1.863 0.19
N -2.177 2.527 3.037 -0.49
C -3.137 2.593 3.994 -0.52
C -4.396 2.812 3.543 -0.31
S -4.417 2.945 1.818 -0.07
H -5.299 2.895 4.110 0.45
H -2.843 2.466 5.020 0.41
H -0.943 2.537 0.766 0.21
H -2.079 2.936 -2.579 0.44
H -0.739 3.396 -1.505 0.43
H -1.738 0.526 -1.631 0.36
H -0.578 1.130 -2.820 0.44
C 1.958 -0.407 -0.039 0.20
C 3.217 -0.877 -0.725 -1.00
C 3.614 -2.207 -0.780 -0.11
C 4.773 -2.568 -1.446 -0.93
C 5.525 -1.587 -2.062 0.51
C 5.157 -0.254 -2.021 -0.84
C 4.003 0.092 -1.345 -0.04
H 3.701 1.128 -1.304 0.40
H 5.770 0.489 -2.507 0.45
F 6.648 -1.935 -2.724 -0.34
H 5.092 -3.597 -1.491 0.46
H 3.021 -2.965 -0.292 0.54
H 2.175 0.560 0.428 1.21
C 1.348 -1.339 1.024 -0.35
O 1.279 -2.548 0.896 -0.69
N 0.825 -0.670 2.061 -0.10
H 0.830 0.340 2.063 0.32
C 0.153 -1.318 3.167 -1.00
C -1.273 -0.809 3.393 -0.39
H -1.535 -1.019 4.432 0.47
H -1.298 0.276 3.261 -0.17
C -2.334 -1.459 2.496 0.79
C -2.149 -1.083 1.028 -0.82
H -2.983 -1.460 0.438 0.59
H -2.114 -0.001 0.921 -0.13
H -1.234 -1.510 0.631 0.08
C -3.726 -1.045 2.970 -1.48
H -4.493 -1.518 2.361 0.44
H -3.847 0.032 2.896 0.07
H -3.884 -1.336 4.006 0.46
H -2.245 -2.547 2.588 0.41
H 0.744 -1.141 4.072 0.38
H 0.154 -2.389 2.954 0.40
H 0.806 -2.152 -1.440 0.48
H -0.536 -1.204 -2.103 0.72
H 0.991 -2.015 -3.861 0.49
H 2.357 -1.154 -3.112 0.18
H 2.690 0.273 -4.976 0.31
H 1.261 1.153 -5.585 0.26



[2]
66
Properties=species:S:1:pos:R:3:mulliken_charge:R:1 method="wB97M-V/def2-TZVPD" charge=+2 spin_multiplicity=1
Sc 0.183 0.048 -0.565 0.26
O 1.729 -0.812 3.443 -0.44
C 1.191 -0.800 2.258 0.26
O 1.432 0.025 1.393 -0.42
C 0.226 -1.904 1.985 0.20
C -0.114 -2.930 2.851 -0.70
C -1.010 -3.890 2.400 -1.00
C -1.529 -3.792 1.115 -0.82
C -1.131 -2.725 0.324 0.99
N -0.276 -1.804 0.762 1.23
C -1.565 -2.392 -1.069 0.28
O -2.337 -3.165 -1.767 -0.43
O -1.172 -1.334 -1.544 -0.38
H 2.385 -0.105 3.558 0.45
H 0.320 -2.981 3.840 0.66
H -1.297 -4.715 3.039 0.51
H -2.227 -4.537 0.754 0.39
H -2.576 -4.004 -1.352 0.33
C 4.652 0.216 -1.855 -1.04
Si 3.159 -0.916 -2.043 -0.21
C 3.019 -2.004 -0.494 -0.77
C 3.218 -2.101 -3.503 -1.01
N 1.670 0.056 -2.014 0.34
C 1.366 0.888 -3.083 0.59
C 2.160 1.114 -4.222 -0.42
C 1.757 1.962 -5.238 -1.16
C 0.546 2.638 -5.181 -0.50
C -0.271 2.456 -4.075 -1.03
C 0.169 1.608 -3.097 0.78
F -0.652 1.411 -1.943 -0.15
H 5.545 -0.370 -1.625 0.40
H 4.494 0.922 -1.038 0.31
H 4.864 0.791 -2.757 0.35
H 3.735 -2.825 -0.564 0.54
H 2.026 -2.456 -0.397 0.01
H 3.258 -1.450 0.416 0.13
H 4.045 -2.801 -3.362 0.38
H 3.363 -1.616 -4.467 0.36
H 2.296 -2.684 -3.561 0.31
H 3.115 0.614 -4.299 0.31
H 2.402 2.102 -6.096 0.44
H 0.239 3.298 -5.978 0.43
H -1.223 2.961 -3.981 0.48
C -3.747 0.214 3.505 -0.62
C -3.920 -0.306 2.093 -0.63
N -2.741 0.065 1.310 0.17
C -1.978 1.185 1.562 0.13
N -0.960 1.396 0.743 0.01
C -0.290 2.705 0.845 -0.75
C -0.181 3.150 2.292 -0.60
C -1.578 3.208 2.873 -0.65
N -2.307 1.969 2.598 0.12
C -3.496 1.707 3.412 -0.64
H -2.895 -0.275 3.984 0.25
H -4.638 0.012 4.096 0.37
H -4.832 0.112 1.658 0.33
H -4.012 -1.393 2.084 0.35
H -2.811 -0.126 0.326 0.18
H -0.857 3.440 0.267 0.45
H 0.707 2.629 0.398 0.35
H 0.286 4.131 2.361 0.41
H 0.427 2.433 2.849 0.15
H -2.128 4.050 2.444 0.29
H -1.542 3.352 3.952 0.44
H -4.366 2.210 2.982 0.27
H -3.324 2.131 4.399 0.40



[3]
64
Properties=species:S:1:pos:R:3:mulliken_charge:R:1 method="wB97M-V/def2-TZVPD" spin_multiplicity=1 smiles="CCOc1ccc2c(c1C[C@H](C)O)C(=O)C=C(CC(=O)I)C2=O.CNC(C)=O.CNC(C)=O"
C -1.982 2.736 2.607 -1.04
C -1.675 1.583 3.557 0.01
O -1.163 0.414 2.907 -0.57
C -0.138 0.561 2.034 0.70
C 0.885 1.478 2.277 -0.65
C 1.936 1.605 1.390 -1.03
C 1.991 0.780 0.274 0.11
C 0.980 -0.164 0.045 0.63
C -0.117 -0.280 0.908 0.46
C -1.235 -1.278 0.749 -1.42
C -2.275 -1.029 -0.348 0.60
C -2.410 0.416 -0.809 -1.53
O -3.529 -1.470 0.227 -0.59
C 1.148 -1.043 -1.140 0.13
O 0.263 -1.736 -1.599 -0.63
C 2.486 -1.083 -1.776 -0.86
C 3.445 -0.173 -1.581 0.69
C 4.732 -0.320 -2.364 -0.20
C 5.919 0.522 -1.958 0.03
O 6.151 1.636 -2.242 -0.41
I 7.414 -0.600 -0.798 -0.09
C 3.153 0.949 -0.644 0.56
O 3.830 1.951 -0.608 -0.62
H -2.872 3.266 2.942 0.41
H -1.161 3.454 2.570 0.35
H -2.133 2.376 1.588 0.18
H -2.564 1.250 4.083 -0.02
H -0.974 1.915 4.330 0.32
H 0.844 2.095 3.164 0.44
H 2.730 2.320 1.548 0.52
H -0.806 -2.270 0.594 0.31
H -1.786 -1.312 1.684 0.54
H -2.078 -1.667 -1.207 0.36
H -2.962 0.441 -1.753 0.44
H -1.452 0.900 -0.990 0.31
H -2.996 0.975 -0.078 0.35
H -4.229 -1.217 -0.382 0.33
H 2.628 -1.890 -2.486 0.39
H 4.535 -0.090 -3.413 -0.08
H 5.028 -1.365 -2.315 0.61
C 1.704 -0.119 -6.927 -1.36
C 3.079 -0.304 -6.332 0.75
O 3.247 -0.397 -5.125 -0.56
N 4.130 -0.363 -7.186 -0.16
C 4.118 -0.270 -8.633 -0.87
H 0.986 -0.093 -6.113 0.25
H 1.644 0.817 -7.484 0.36
H 1.454 -0.943 -7.596 0.39
H 5.019 -0.485 -6.727 0.21
H 4.528 -1.177 -9.079 0.29
H 4.715 0.580 -8.967 0.29
H 3.103 -0.139 -8.993 0.33
C -5.643 -0.393 5.399 -1.37
C -4.401 -0.002 6.163 0.83
O -3.807 1.042 5.937 -0.68
N -3.954 -0.860 7.115 -0.16
C -4.518 -2.134 7.511 -0.83
H -5.860 0.393 4.682 0.30
H -5.491 -1.330 4.862 0.37
H -6.495 -0.507 6.070 0.41
H -3.120 -0.542 7.584 0.23
H -4.796 -2.120 8.567 0.29
H -3.798 -2.939 7.355 0.29
H -5.406 -2.351 6.926 0.31



[4]
62
Properties=species:S:1:pos:R:3:mulliken_charge:R:1 method="wB97M-V/def2-TZVPD" spin_multiplicity=1 smiles="CCOCCCn1c(=O)c(NC(=O)c2ccc(OCC)cc2)c2n(c1=S)CCCCC2"
C -2.044 -2.520 -0.565 -1.13
C -3.186 -1.744 -1.200 -0.32
O -2.663 -0.578 -1.793 -0.23
C -3.588 0.111 -2.606 -0.80
C -2.960 1.432 -3.041 -0.52
C -2.952 2.475 -1.921 -1.28
N -2.363 1.944 -0.700 -0.04
C -3.150 1.579 0.355 0.51
S -4.797 1.766 0.289 -0.43
N -2.534 1.103 1.483 0.03
C -1.187 0.831 1.523 0.74
C -0.433 1.075 0.418 -0.36
N 0.936 0.805 0.276 -0.05
C 1.493 -0.447 0.409 0.02
O 0.892 -1.390 0.883 -0.57
C 2.897 -0.537 -0.056 0.20
C 3.386 -1.794 -0.398 -0.87
C 4.680 -1.963 -0.850 -0.28
C 5.527 -0.862 -0.956 0.89
C 5.044 0.400 -0.590 -0.88
C 3.750 0.563 -0.152 -0.34
H 3.415 1.546 0.142 0.52
H 5.715 1.240 -0.665 0.42
O 6.805 -0.883 -1.402 -0.46
C 7.422 -2.112 -1.737 -0.42
C 7.874 -2.895 -0.508 -1.03
H 8.555 -2.289 0.084 0.30
H 8.387 -3.800 -0.820 0.35
H 7.026 -3.166 0.116 0.34
H 6.761 -2.718 -2.367 0.34
H 8.293 -1.822 -2.332 0.32
H 5.012 -2.954 -1.117 0.37
H 2.726 -2.643 -0.308 0.43
H 1.333 1.390 -0.455 0.47
C -0.998 1.744 -0.742 1.09
O -0.315 2.141 -1.670 -0.74
C -0.576 0.357 2.807 -1.68
H 0.505 0.400 2.683 0.40
H -0.843 1.052 3.609 0.69
C -0.958 -1.069 3.223 -0.31
C -2.335 -1.172 3.866 -0.92
C -3.453 -0.674 2.957 -0.17
C -3.346 0.821 2.655 -1.27
H -2.931 1.355 3.513 0.46
H -4.339 1.226 2.452 0.48
H -4.413 -0.857 3.443 0.37
H -3.445 -1.229 2.018 -0.01
H -2.524 -2.216 4.125 0.41
H -2.349 -0.596 4.795 0.33
H -0.212 -1.419 3.939 0.31
H -0.894 -1.717 2.350 0.22
H -3.965 2.805 -1.693 0.54
H -2.342 3.328 -2.228 0.34
H -1.934 1.232 -3.352 0.32
H -3.514 1.840 -3.886 0.46
H -3.829 -0.501 -3.490 0.52
H -4.523 0.291 -2.055 0.34
H -3.945 -1.467 -0.448 0.20
H -3.687 -2.361 -1.963 0.47
H -1.381 -2.901 -1.336 0.41
H -1.459 -1.872 0.082 0.12
H -2.433 -3.353 0.013 0.38



The evaluated HOMO level for the records listed, in turn: -8.40; -12.68; -8.62; -7.95 eV.
The evaluated electronic energy for the records listed, in turn: -1913.1419; -2619.6286; -1828.9152; -1758.4963 hartree.